*a*
This record from the Open Molecules 2025 dataset describes a structure of composition C4H10O. The level of theory is ωB97M-V/def2-TZVPD.

CARTESIAN COORDINATES (ANGSTROEM)
C (-0.1512, -0.3532, 2.0747)
C (0.2768, 0.4137, 0.8551)
C (-0.5942, 1.1975, 0.0935)
C (0.2560, -0.6187, -1.9199)
O (1.4027, 0.1005, 0.3141)
H (-1.2329, -0.3016, 2.2244)
H (0.1632, -1.3957, 1.9659)
H (0.3411, 0.0489, 2.9667)
H (-1.6088, 1.3706, 0.4438)
H (-0.1596, 2.0024, -0.4984)
H (-0.3781, 0.2513, -0.9567)
H (-0.7775, -0.8449, -2.2102)
H (0.7195, -0.0912, -2.7579)
H (0.7307, -1.6015, -1.8025)
H (1.0123, -0.1782, -0.7926)

As for the HOMO energy: -8.7888 eV. The HOMO-LUMO gap is 9.7 eV.



*b*
This record from the Open Molecules 2025 dataset describes a cluster of 4 separate species, C4H10O in total. The level of theory is ωB97M-V/def2-TZVPD.

CARTESIAN COORDINATES (ANGSTROEM)
C (1.9732, 0.5072, 0.4201)
C (1.1351, -0.4063, -0.4625)
O (0.4423, -1.3194, 0.0619)
C (-1.5824, -0.8505, 0.4726)
C (-1.9370, 0.3248, -0.1445)
H (2.3685, 1.3631, -0.1378)
H (2.8084, -0.0705, 0.8344)
H (1.3739, 0.8699, 1.2614)
H (0.2053, 0.6121, -0.9889)
H (1.5333, -0.5757, -1.4810)
H (-1.3197, -0.8625, 1.5225)
H (-1.7889, -1.8063, 0.0085)
H (-2.0391, 1.2296, 0.4520)
H (-2.5162, 0.2886, -1.0654)
H (-0.6567, 0.6959, -0.7532)

As for the HOMO energy: -9.2553 eV. The HOMO-LUMO gap is 10.4 eV.



In terms of stability, *a* leads; the second structure lies 0.748 eV higher.



*a*
This record from the Open Molecules 2025 dataset describes an isolated molecule of C4H10O. The level of theory is ωB97M-V/def2-TZVPD.

CARTESIAN COORDINATES (ANGSTROEM)
C (2.0329, 0.0744, -0.0787)
C (0.6691, -0.6066, 0.0039)
C (-0.4964, 0.3639, -0.1559)
C (-1.8434, -0.3478, -0.1464)
O (-0.4086, 1.2911, 0.9195)
H (2.1124, 0.8688, 0.6690)
H (2.1913, 0.5225, -1.0669)
H (2.8415, -0.6436, 0.0948)
H (0.5905, -1.3877, -0.7638)
H (0.5537, -1.0963, 0.9800)
H (-0.3837, 0.9002, -1.1150)
H (-1.9429, -1.0234, -1.0022)
H (-1.9568, -0.9295, 0.7756)
H (-2.6673, 0.3760, -0.2023)
H (-1.2924, 1.6379, 1.0884)

As for the HOMO energy: -10.2124 eV. As for the structure (SMILES): CC[C@@H](C)O. The HOMO-LUMO gap is 11.3 eV.



*b*
This record from the Open Molecules 2025 dataset describes a cluster of 2 separate species, C4H10O in total. The level of theory is ωB97M-V/def2-TZVPD.

CARTESIAN COORDINATES (ANGSTROEM)
C (1.9924, -0.8972, -0.4216)
C (0.8716, 0.0888, -0.1760)
C (-0.3589, -0.0787, -0.7359)
C (-1.3714, 1.0165, -0.8211)
H (2.5165, -1.1487, 0.5035)
H (1.5133, -1.8407, -0.6952)
H (2.7225, -0.5793, -1.1798)
H (1.0772, 0.8815, 0.5633)
H (-0.6886, -1.1320, -0.7630)
H (-0.9647, 1.9809, -0.5299)
H (-1.7668, 1.2632, -1.8234)
H (-2.2974, 0.9290, -0.2236)
O (-0.9804, -0.5058, 2.1314)
H (-0.5947, 0.1358, 1.4774)
H (-1.6705, -0.1133, 2.6939)

As for the HOMO energy: -8.9731 eV. As for the structure (SMILES): C/C=C/C.O. The HOMO-LUMO gap is 10.0 eV.



*c*
This record from the Open Molecules 2025 dataset describes a structure of composition C4H10O. The level of theory is ωB97M-V/def2-TZVPD.

CARTESIAN COORDINATES (ANGSTROEM)
C (0.6061, -1.8403, -1.1181)
C (0.0525, -0.9669, -0.0256)
C (0.4733, 0.4632, -0.0122)
C (-0.4989, 1.2974, 0.7914)
O (0.0822, 2.5734, 0.9447)
H (1.0980, -1.3873, -1.9823)
H (0.8242, -2.8945, -0.9296)
H (-0.5693, -1.6010, -1.1101)
H (-1.3653, -0.8502, -0.2565)
H (-0.0057, -1.4914, 0.9166)
H (0.5473, 0.8507, -1.0378)
H (1.4724, 0.5417, 0.4274)
H (-1.4689, 1.3451, 0.2703)
H (-0.6803, 0.8090, 1.7650)
H (-0.5676, 3.1511, 1.3567)

As for the HOMO energy: -8.3565 eV. The HOMO-LUMO gap is 9.3 eV.



In terms of stability, *a* leads; the second structure lies 1.492 eV higher.



*a*
This record from the Open Molecules 2025 dataset describes an isolated molecule of C4H10O. The level of theory is ωB97M-V/def2-TZVPD.

CARTESIAN COORDINATES (ANGSTROEM)
C (-1.0561, -1.6415, 1.2130)
C (-0.5427, -0.2089, 1.1070)
O (-0.8144, 0.3250, -0.1930)
C (0.1354, 1.2266, -0.7799)
C (1.3370, 0.6628, -1.5764)
H (-0.7504, -1.9832, 2.2004)
H (-0.7148, -2.3383, 0.4385)
H (-2.1528, -1.5981, 1.1698)
H (-1.0840, 0.2865, 1.9221)
H (0.5241, -0.0734, 1.3452)
H (0.5200, 1.8557, 0.0295)
H (-0.4321, 1.8750, -1.4645)
H (1.9486, 1.4952, -1.9640)
H (1.0478, 0.0869, -2.4632)
H (2.0105, 0.0501, -0.9678)

As for the HOMO energy: -9.5875 eV. As for the structure (SMILES): CCOCC. The HOMO-LUMO gap is 10.8 eV.



*b*
This record from the Open Molecules 2025 dataset describes a cluster of 2 separate species, C4H10O in total. The level of theory is ωB97M-V/def2-TZVPD.

CARTESIAN COORDINATES (ANGSTROEM)
C (-0.0056, 0.4824, 3.2774)
C (0.8896, -0.4820, 3.1042)
H (-1.0758, 0.3443, 3.2001)
H (0.3132, 1.4955, 3.4932)
H (0.5847, -1.5229, 3.0825)
H (1.9258, -0.3206, 2.8525)
C (-0.6567, -0.8147, -1.5250)
C (0.1361, 0.1716, -2.3771)
O (-0.7878, 1.2002, -2.7844)
H (-1.5535, -1.0247, -2.1030)
H (0.0141, -1.6091, -1.2236)
H (-0.9474, -0.2240, -0.6577)
H (0.5626, -0.2438, -3.2852)
H (0.8875, 0.6669, -1.7602)
H (-0.2867, 1.8808, -3.2939)

As for the HOMO energy: -10.0231 eV. As for the structure (SMILES): C=C.CCO. The HOMO-LUMO gap is 11.0 eV.



*c*
This record from the Open Molecules 2025 dataset describes a cluster of 2 separate species, C4H10O in total. The level of theory is ωB97M-V/def2-TZVPD.

CARTESIAN COORDINATES (ANGSTROEM)
C (-0.9831, -0.4915, -1.0892)
C (-0.3476, -1.6487, -0.9711)
C (1.1550, -1.8145, -0.9135)
H (-2.0028, -0.5211, -1.4541)
H (-0.4735, 0.4284, -0.8263)
H (-0.8663, -2.5489, -1.2622)
H (1.4775, -2.3827, -0.0416)
H (1.4945, -2.1928, -1.8635)
H (1.5330, -0.7995, -0.7827)
C (-0.4424, 1.6153, 1.7930)
O (0.5166, 1.8551, 0.7310)
H (0.1215, 1.2637, 2.6494)
H (-1.0547, 2.4945, 1.9621)
H (-1.1061, 0.8201, 1.4479)
H (0.4482, 2.7942, 0.5419)

As for the HOMO energy: -9.4113 eV. As for the structure (SMILES): C=CC.CO. The HOMO-LUMO gap is 10.4 eV.



In terms of stability, *a* leads; the second structure lies 0.777 eV higher.



*a*
This record from the Open Molecules 2025 dataset describes a cluster of 3 separate species, C4H10O in total. The level of theory is ωB97M-V/def2-TZVPD.

CARTESIAN COORDINATES (ANGSTROEM)
C (-0.2628, -0.2539, 0.9772)
C (-0.3663, 0.5316, -0.1344)
C (-1.3525, 0.5632, -1.2629)
C (0.3239, 0.0350, 2.2536)
H (-0.6910, -1.2558, 0.9040)
H (0.2986, 1.4021, -0.1806)
H (-2.2143, 1.2145, -1.0667)
H (-0.8480, 0.9177, -2.1601)
H (-1.7203, -0.4447, -1.4856)
H (0.5174, -0.8078, 2.9017)
H (-1.2181, 0.6645, 1.8761)
H (0.8494, 0.9790, 2.3259)
H (0.8743, -0.4806, -0.7540)
H (1.8985, -0.1504, -1.9158)
O (1.4770, -0.8826, -1.4595)

As for the HOMO energy: -7.5693 eV. The HOMO-LUMO gap is 7.4 eV.



*b*
This record from the Open Molecules 2025 dataset describes a structure of composition C4H10O. The level of theory is ωB97M-V/def2-TZVPD.

CARTESIAN COORDINATES (ANGSTROEM)
C (-2.2259, -0.1024, -0.1249)
C (-0.8430, 0.3257, 0.3263)
C (0.2816, -0.5976, -0.0026)
C (1.5949, 0.1466, 0.0590)
O (2.6197, -0.8154, -0.0443)
H (-2.3373, -0.9193, -0.8451)
H (-3.1026, 0.1111, 0.4937)
H (-1.7793, 0.8526, -0.6281)
H (-0.5228, 1.4575, -0.3890)
H (-0.8730, 0.7603, 1.3157)
H (0.1414, -1.0327, -1.0026)
H (0.2961, -1.4308, 0.7056)
H (1.6409, 0.8898, -0.7547)
H (1.6494, 0.7078, 1.0085)
H (3.4598, -0.3530, -0.1176)

As for the HOMO energy: -8.6646 eV. The HOMO-LUMO gap is 9.6 eV.



In terms of stability, *b* leads; the second structure lies 1.442 eV higher.



*a*
This record from the Open Molecules 2025 dataset describes a cluster of 2 separate species, C4H10O in total. The level of theory is ωB97M-V/def2-TZVPD.

CARTESIAN COORDINATES (ANGSTROEM)
C (0.9064, -2.8953, -0.8076)
C (-0.3442, -3.1392, -1.1315)
H (1.4622, -3.6185, -0.2148)
H (1.4115, -1.9373, -0.8087)
H (-0.8406, -4.0299, -0.7815)
H (-0.9647, -2.4038, -1.6238)
C (0.5982, 2.0890, 1.5005)
C (0.0354, 2.0726, 0.0895)
O (-1.2248, 1.3868, 0.0687)
H (0.5969, 1.0532, 1.8669)
H (1.6449, 2.3695, 1.5425)
H (-0.0462, 2.6932, 2.1414)
H (0.7624, 1.5264, -0.5139)
H (-0.1297, 3.0838, -0.2538)
H (-1.4134, 1.1268, 0.9831)

As for the HOMO energy: -10.1598 eV. As for the structure (SMILES): C=C.CCO. The HOMO-LUMO gap is 11.1 eV.



*b*
This record from the Open Molecules 2025 dataset describes a cluster of 3 separate species, C4H10O in total. The level of theory is ωB97M-V/def2-TZVPD.

CARTESIAN COORDINATES (ANGSTROEM)
C (-0.4076, -0.7100, -0.0375)
O (-1.6624, 1.2074, -2.3820)
C (-0.4638, 0.3561, 1.0782)
C (0.5982, -0.7373, 1.0881)
C (2.0113, -0.4034, 0.6163)
H (-1.3178, 0.3929, -1.9901)
H (-0.8899, -1.6974, -0.1108)
H (-1.7321, 1.0037, -3.3174)
H (-0.2995, 1.3558, 0.7005)
H (-1.2611, 0.2939, 1.8193)
H (1.0825, 0.6293, 2.3110)
H (0.4220, -1.5276, 1.8074)
H (2.4767, -1.3799, 0.4370)
H (1.9896, 0.1139, -0.3490)
H (2.5964, 0.1472, 1.3723)

As for the HOMO energy: -7.6464 eV. The HOMO-LUMO gap is 5.9 eV.



*c*
This record from the Open Molecules 2025 dataset describes an isolated molecule of C4H10O. The level of theory is ωB97M-V/def2-TZVPD.

CARTESIAN COORDINATES (ANGSTROEM)
C (-1.6000, -0.3550, -0.0143)
C (-0.1798, 0.0499, 0.3692)
C (0.0459, 1.4867, -0.0947)
C (0.8505, -0.8993, -0.2350)
O (2.1443, -0.4921, 0.1764)
H (-2.3254, 0.2219, 0.5740)
H (-1.7964, -1.4226, 0.1483)
H (-1.7736, -0.1143, -1.0737)
H (-0.0742, -0.0205, 1.4599)
H (1.1034, 1.7626, -0.0628)
H (-0.3192, 1.5770, -1.1277)
H (-0.5254, 2.1942, 0.5152)
H (0.7629, -0.8842, -1.3350)
H (0.6421, -1.9303, 0.0981)
H (2.7937, -0.9970, -0.3266)

As for the HOMO energy: -10.3198 eV. As for the structure (SMILES): CC(C)CO. The HOMO-LUMO gap is 11.3 eV.



In terms of stability, *c* leads; the second structure lies 1.413 eV higher.



*a*
This record from the Open Molecules 2025 dataset describes an isolated molecule of C3H3NO. The level of theory is ωB97M-V/def2-TZVPD.

CARTESIAN COORDINATES (ANGSTROEM)
C (0.1196, -0.8639, 0.6433)
C (-0.0390, 0.1628, -0.1925)
O (-0.4239, 0.0317, -1.4871)
C (0.1163, 1.5420, 0.2132)
N (0.1675, 2.6384, 0.5796)
H (-0.2262, -1.8448, 0.3295)
H (0.5677, -0.7665, 1.6215)
H (-0.2820, -0.8996, -1.7076)

As for the HOMO energy: -9.9765 eV. As for the structure (SMILES): C=C(O)C#N. The HOMO-LUMO gap is 10.4 eV.



*b*
This record from the Open Molecules 2025 dataset describes an isolated molecule of C3H3NO. The level of theory is ωB97M-V/def2-TZVPD.

CARTESIAN COORDINATES (ANGSTROEM)
C (0.0242, -0.0148, -0.9671)
C (0.5411, 0.3036, 0.4389)
O (1.3196, 1.2009, 0.7287)
C (-0.1512, -0.3837, 1.5059)
N (-1.0989, -0.6645, 2.2292)
H (0.0884, 0.9492, -1.6351)
H (0.5215, -1.1341, -1.4833)
H (-1.2446, -0.2565, -0.8172)

As for the HOMO energy: -11.2318 eV. As for the structure (SMILES): CC(=O)C#N. The HOMO-LUMO gap is 10.5 eV.



In terms of stability, *a* leads; the second structure lies 1.379 eV higher.